The following is a DFT calculation (ωB97M-V with the def2-TZVPD basis set) of C48H75BN2O3P3RhS2 as an isolated structure.

## Properties
Orbital gap (alpha / beta) (eV): 6.75 / 6.12
LUMO level (alpha / beta) (eV): -3.5 / -7.2
M (g mol⁻¹): 998.91
Energy (eV): -113326.4809
Spin multiplicity: 5
⟨S²⟩: 6.0263
Charge: +2

```
135
Properties=species:S:1:pos:R:3:forces:R:3
Rh 0.377145 0.149671 -0.240163 -0.2 -0.2 -0.1
C 0.731056 3.278279 -3.881233 0.0 0.0 0.0
C 1.443792 3.505276 -2.544819 -0.1 -0.2 0.1
C 1.737665 4.997008 -2.376754 0.0 0.0 0.0
C 2.767355 2.725452 -2.558787 0.0 0.0 0.0
P 0.413009 2.706472 -1.172683 0.0 0.2 0.3
C 1.195246 3.455163 0.360862 -0.2 -0.1 -0.2
N 2.250242 2.522311 0.720326 0.3 0.2 0.3
B 2.041869 1.065929 0.618174 -0.3 -0.3 -0.6
N 3.368878 0.506409 0.820354 0.3 0.3 0.2
C 3.691581 -0.900491 0.708750 -0.1 -0.2 -0.1
P 2.291711 -1.812221 -0.156744 0.3 0.0 0.2
C 1.882271 -3.119102 1.126601 0.0 0.1 -0.1
C 1.400920 -2.336557 2.359273 0.1 0.0 -0.1
C 0.712224 -3.954405 0.604978 0.0 0.0 0.0
C 3.047741 -4.034822 1.511386 -0.1 0.0 0.0
C 3.246317 -2.514869 -1.626850 -0.2 0.1 0.1
C 4.537173 -3.276440 -1.312454 -0.1 0.0 -0.1
C 3.571170 -1.264833 -2.463677 0.0 0.0 0.1
C 2.312388 -3.427490 -2.429755 0.0 0.0 0.0
C 4.256027 1.506429 0.997620 -0.1 -0.1 0.0
C 5.642777 1.477067 1.192255 0.1 0.1 0.0
C 6.292072 2.677700 1.322209 0.0 -0.1 0.0
C 5.597280 3.924526 1.261473 -0.1 0.1 0.0
C 4.246189 3.989305 1.063700 0.2 0.1 0.0
C 3.547469 2.775389 0.931283 -0.2 -0.1 0.1
C -1.369607 3.317075 -1.155885 0.2 0.0 -0.1
C -1.534915 4.822338 -1.356014 -0.1 -0.1 0.0
C -1.959323 2.909752 0.201744 0.0 0.1 0.0
C -2.120719 2.528247 -2.238244 0.0 0.0 0.1
H 1.427576 3.476044 -4.700309 0.0 0.0 0.0
H -0.116462 3.953243 -4.001882 0.0 0.0 0.0
H 0.382526 2.248780 -3.963583 0.0 0.0 0.0
H 2.276329 5.339562 -3.264631 0.0 0.0 0.0
H 2.382362 5.202826 -1.520872 0.0 0.0 0.0
H 0.835566 5.597960 -2.287135 0.0 0.0 0.0
H 3.355527 3.026476 -3.429924 0.0 0.0 0.0
H 2.592476 1.647804 -2.614539 0.0 0.0 0.0
H 3.371911 2.932850 -1.674165 0.0 0.0 0.0
H 0.443969 3.480762 1.151582 0.1 0.0 0.0
H 1.584366 4.458248 0.210508 0.0 0.0 0.0
H 3.855405 -1.337527 1.694139 0.0 0.0 0.0
H 4.613421 -1.016352 0.141772 0.0 0.0 0.0
H 0.655095 -1.583152 2.097870 0.0 0.0 0.0
H 2.221946 -1.832759 2.873976 0.0 0.0 0.0
H 0.944990 -3.033232 3.066425 0.0 0.0 0.0
H -0.131585 -3.312798 0.354397 -0.1 0.0 0.0
H 0.387149 -4.648541 1.384519 0.0 0.0 0.0
H 0.973740 -4.539321 -0.275321 0.0 0.0 0.0
H 3.993957 -3.504358 1.628623 0.0 0.0 0.0
H 3.189334 -4.827962 0.778493 0.0 0.0 0.0
H 2.818427 -4.512886 2.467407 0.0 0.0 0.0
H 5.177757 -2.772996 -0.588296 0.0 0.0 0.0
H 5.111631 -3.382469 -2.236942 0.0 0.0 0.0
H 4.331141 -4.277312 -0.941393 0.0 0.0 0.0
H 4.365173 -0.662360 -2.014985 0.0 0.0 0.0
H 2.688385 -0.628740 -2.570220 0.0 0.0 -0.1
H 3.915123 -1.568324 -3.456199 0.0 0.0 0.0
H 2.185710 -4.393892 -1.943504 0.0 0.0 0.0
H 2.744884 -3.614422 -3.416475 0.0 0.0 0.0
H 1.325911 -2.979410 -2.564623 0.0 0.0 0.0
H 6.180448 0.540603 1.248076 0.0 0.0 0.0
H 7.362062 2.684883 1.481497 0.0 0.0 0.0
H 6.158868 4.841352 1.382725 0.0 0.0 0.0
H 3.734117 4.941375 1.024276 0.0 0.0 0.0
H -0.923754 5.392602 -0.653009 0.0 0.0 0.0
H -2.579617 5.093647 -1.180193 0.0 0.0 0.0
H -1.284935 5.131368 -2.370651 0.0 0.0 0.0
H -1.629306 3.573289 1.002465 0.0 -0.1 0.0
H -1.705111 1.877566 0.466993 0.0 0.0 0.0
H -3.049565 2.975884 0.151672 0.0 0.0 0.0
H -1.765344 2.754476 -3.240628 0.0 0.0 0.0
H -3.184219 2.779371 -2.197204 0.0 0.0 0.0
H -2.007318 1.455399 -2.064210 0.0 0.0 -0.1
C 1.015096 -0.378527 -5.203451 0.0 -0.1 0.1
S 0.000193 -0.930655 -3.823279 -0.1 0.1 -0.2
C -1.586413 -0.471543 -4.529898 0.1 -0.1 0.0
O 0.250049 0.038724 -2.686616 0.0 0.0 -0.1
H 0.912776 -1.120610 -5.996529 0.0 0.0 0.0
H 2.049740 -0.345108 -4.867884 0.0 0.0 0.0
H 0.693582 0.600382 -5.552930 0.0 0.0 0.0
H -1.694695 -0.993009 -5.481914 0.0 0.0 0.0
H -1.618174 0.607702 -4.671252 0.0 0.0 0.0
H -2.365034 -0.798116 -3.843234 0.0 0.0 0.0
O -1.570726 -0.898670 0.276620 0.3 -0.1 -0.2
P -2.730499 -1.834058 0.503061 -0.2 0.0 0.0
C -2.490666 -2.962294 1.883763 0.0 0.1 -0.1
C -2.861254 -4.303619 1.834363 0.0 0.0 0.0
C -2.715962 -5.099450 2.962331 0.0 0.0 0.0
C -2.208806 -4.558408 4.135430 0.0 0.0 0.0
C -1.817683 -3.225421 4.178829 0.0 0.0 0.0
C -1.956190 -2.428721 3.054428 0.0 0.0 0.0
C -4.216518 -0.889513 0.873326 0.0 -0.1 -0.1
C -5.121642 -1.275451 1.858001 0.0 0.0 0.0
C -6.265666 -0.518585 2.075985 0.0 0.0 0.0
C -6.502046 0.617347 1.315613 0.0 0.0 0.0
C -5.599628 1.004053 0.331211 0.0 0.0 0.0
C -4.459940 0.250496 0.106219 0.0 0.0 0.0
C -3.101393 -2.818291 -0.958418 0.0 0.1 0.1
C -2.131923 -2.951834 -1.945837 0.0 -0.1 0.0
C -2.388953 -3.729646 -3.065823 0.0 0.0 0.0
C -3.611650 -4.374134 -3.195818 0.0 0.0 0.0
C -4.584603 -4.238478 -2.213588 0.0 0.0 0.0
C -4.334651 -3.455686 -1.097345 0.0 0.1 0.0
H -3.250660 -4.729973 0.918767 0.0 0.0 0.0
H -2.999286 -6.143076 2.924168 0.0 0.0 0.0
H -2.111205 -5.180409 5.015920 0.0 0.0 0.0
H -1.399964 -2.815094 5.090012 0.0 0.0 0.0
H -1.624549 -1.398326 3.058013 0.0 0.1 0.1
H -4.937097 -2.159734 2.456078 0.0 0.0 0.0
H -6.974398 -0.820341 2.835771 0.0 0.0 0.0
H -7.398880 1.200022 1.482072 0.0 0.0 0.0
H -5.793888 1.887648 -0.263482 0.0 0.0 0.0
H -3.748684 0.539068 -0.660098 0.0 0.0 0.0
H -1.179143 -2.450674 -1.819999 0.0 0.0 0.0
H -1.634213 -3.846343 -3.834445 0.0 0.0 0.0
H -3.807300 -4.987938 -4.065700 0.0 0.0 0.0
H -5.533037 -4.748545 -2.317832 0.0 0.0 0.0
H -5.097804 -3.325672 -0.338177 0.0 0.0 0.0
C -3.178284 1.497817 3.499059 0.1 -0.1 0.0
C -1.872832 1.466595 4.285474 -0.1 0.2 -0.3
S -0.517670 2.045875 3.231855 0.3 0.0 0.3
O -0.038241 0.861567 2.428874 -0.1 -0.1 0.1
C 0.708561 2.333506 4.546728 -0.2 0.1 0.0
C 0.620403 3.781450 5.012088 0.0 0.0 0.1
H -3.982268 1.039124 4.074706 0.0 0.0 0.0
H -3.082555 0.954788 2.556752 0.0 0.0 0.0
H -3.465602 2.524851 3.271579 0.0 0.0 0.0
H -1.588683 0.462925 4.607578 0.0 0.0 0.0
H -1.910535 2.130825 5.151197 0.0 0.0 0.0
H 1.678281 2.097568 4.107493 0.0 0.0 -0.1
H 0.510172 1.629636 5.355825 0.1 -0.1 0.0
H 0.896592 4.471027 4.213918 0.0 0.0 0.0
H 1.288016 3.950536 5.856276 0.0 0.0 0.0
H -0.389035 4.036292 5.340715 0.0 0.0 0.0
```
Positions in Å, forces in eV/Å.

Atomic partial charges in e from the Mulliken method, atoms 1 to 99: 1.31 -2.10 2.51 -1.71 -2.16 0.13 -1.34 0.46 2.76 0.38 -2.56 1.34 2.12 -2.07 -2.06 -1.73 1.67 -1.73 -1.28 -1.98 1.00 -1.04 -0.76 -0.77 -0.87 0.20 2.20 -1.93 -1.83 -1.30 0.62 0.28 0.18 0.52 0.35 0.28 0.68 0.37 0.21 -0.27 0.63 0.43 0.81 0.00 0.36 0.82 0.09 0.60 0.28 0.22 0.35 0.54 0.23 0.53 0.37 0.17 -0.45 0.81 0.38 0.50 0.46 0.57 0.46 0.48 0.55 0.33 0.47 0.37 0.44 -0.26 0.71 0.41 0.58 -0.35 -1.24 0.95 -1.09 -1.10 0.50 0.26 0.41 0.54 0.33 0.19 1.16 0.47 0.77 -1.03 -0.79 -0.84 -0.41 0.01 0.95 -0.46 -0.74 -0.75 -0.58 -0.48 -0.07